{
  "formula": "C4H7NO3",
  "method": "ωB97M-V with the def2-TZVPD basis set",
  "e_tot_ev": -11886.612,
  "e_lumo_ev": 6.91,
  "relative_energy_kj_mol": 611.0,
  "total_charge": -2,
  "largest_force_ev_per_a": 4.3,
  "gap_ev": 6.4,
  "e_homo_ha": 0.0171,
  "symbols": ["C", "O", "C", "C", "C", "O", "O", "N", "H", "H", "H", "H", "H", "H", "H"],
  "positions_angstrom": [[1.46, 0.58, -1.37], [1.50, -0.53, -2.17], [1.09, 0.24, 0.43], [-0.20, -0.55, 0.31], [-1.73, -0.18, 0.41], [-1.88, 0.98, -0.05], [-2.66, -1.03, 0.70], [1.88, 0.27, 1.84], [2.41, 1.14, -1.25], [0.68, 1.31, -1.71], [1.87, -0.44, 0.46], [-0.11, -1.31, 1.12], [-0.16, -1.04, -0.69], [1.86, 1.30, 2.00], [0.89, 1.25, 0.51]]
}

{
  "formula": "C4H7NO3",
  "method": "ωB97M-V with the def2-TZVPD basis set",
  "e_tot_ev": -11889.405,
  "e_lumo_ev": 0.75,
  "relative_energy_kj_mol": 566.6,
  "total_charge": 0,
  "largest_force_ev_per_a": 2.7,
  "gap_ev": 10.2,
  "e_homo_ha": -0.3465,
  "smiles": "C=C1N(O)[C@@]1(O)OC",
  "symbols": ["C", "C", "N", "O", "C", "O", "O", "C", "H", "H", "H", "H", "H", "H", "H"],
  "positions_angstrom": [[-2.34, -0.77, -0.74], [-1.34, -0.15, -0.18], [-0.51, -0.12, 1.12], [0.18, -1.32, 1.43], [-0.14, 0.65, -0.04], [-0.14, 2.02, 0.15], [0.78, 0.25, -1.02], [2.14, 0.19, -0.60], [-2.92, -1.49, -0.18], [-2.62, -0.56, -1.76], [0.05, -1.44, 2.38], [-0.61, 2.22, 0.97], [2.73, 0.02, -1.50], [2.45, 1.13, -0.13], [2.29, -0.64, 0.09]]
}

{
  "formula": "C4H7NO3",
  "method": "ωB97M-V with the def2-TZVPD basis set",
  "e_tot_ev": -11888.276,
  "e_lumo_ev": 0.93,
  "relative_energy_kj_mol": 675.6,
  "total_charge": 0,
  "largest_force_ev_per_a": 4.5,
  "gap_ev": 10.6,
  "e_homo_ha": -0.3569,
  "smiles": "CCOC1=NOCO1",
  "symbols": ["C", "C", "O", "C", "N", "O", "C", "O", "H", "H", "H", "H", "H", "H", "H"],
  "positions_angstrom": [[-2.05, 0.82, 0.68], [-2.15, -0.24, -0.49], [-1.03, -1.03, -0.18], [0.12, -0.35, 0.01], [0.35, 0.63, -0.69], [1.59, 1.06, -0.16], [2.29, -0.15, -0.04], [1.19, -0.77, 0.75], [-1.88, 0.25, 1.74], [-3.28, 1.28, 0.92], [-1.15, 1.56, 0.43], [-1.96, 0.26, -1.44], [-2.98, -1.06, -0.71], [3.28, -0.24, 0.46], [2.36, -1.01, -0.86]]
}

{
  "formula": "C4H7NO3",
  "method": "ωB97M-V with the def2-TZVPD basis set",
  "e_tot_ev": -11893.040,
  "e_lumo_ev": 0.66,
  "relative_energy_kj_mol": 215.9,
  "total_charge": 0,
  "largest_force_ev_per_a": 4.9,
  "gap_ev": 10.2,
  "e_homo_ha": -0.3492,
  "smiles": "CN(C=O)CC(=O)O",
  "symbols": ["C", "N", "C", "O", "C", "C", "O", "O", "H", "H", "H", "H", "H", "H", "H"],
  "positions_angstrom": [[1.55, 1.59, -0.23], [0.34, 0.70, -0.15], [-0.66, 1.65, -0.55], [-1.49, 1.37, -1.37], [0.27, -0.64, -0.67], [0.08, -1.44, 0.68], [0.95, -1.71, 1.50], [-1.22, -1.72, 0.74], [1.34, 2.68, -0.30], [2.11, 1.56, 0.78], [2.26, 1.44, -1.09], [-0.72, 2.55, 0.12], [-0.57, -0.78, -1.23], [1.24, -0.81, -1.20], [-1.46, -2.07, 1.62]]
}

{
  "formula": "C4H7NO3",
  "method": "ωB97M-V with the def2-TZVPD basis set",
  "e_tot_ev": -11891.331,
  "e_lumo_ev": 0.83,
  "relative_energy_kj_mol": 380.7,
  "total_charge": 0,
  "largest_force_ev_per_a": 3.3,
  "gap_ev": 10.6,
  "e_homo_ha": -0.3593,
  "smiles": "CN1O[C@@]1(C)C(=O)O",
  "symbols": ["C", "N", "O", "C", "C", "C", "O", "O", "H", "H", "H", "H", "H", "H", "H"],
  "positions_angstrom": [[-1.94, -0.78, 0.19], [-0.94, -0.38, -0.78], [0.25, -1.26, -0.84], [0.51, -0.15, -0.14], [1.00, -0.23, 1.28], [0.87, 1.14, -0.86], [0.77, 2.21, -0.33], [1.34, 0.94, -2.09], [-2.82, -1.03, -0.41], [-1.69, -1.64, 0.83], [-2.17, 0.09, 0.81], [2.08, -0.20, 1.28], [0.64, -1.13, 1.76], [0.63, 0.64, 1.82], [1.46, 1.79, -2.53]]
}

{
  "formula": "C4H7NO3",
  "method": "ωB97M-V with the def2-TZVPD basis set",
  "e_tot_ev": -11885.016,
  "e_lumo_ev": 0.06,
  "relative_energy_kj_mol": 990.1,
  "total_charge": 0,
  "largest_force_ev_per_a": 5.9,
  "gap_ev": 9.1,
  "e_homo_ha": -0.3310,
  "symbols": ["C", "C", "C", "C", "H", "H", "H", "H", "H", "H", "H", "N", "O", "O", "O"],
  "positions_angstrom": [[1.22, 2.16, -0.17], [0.38, -0.25, 0.15], [-1.02, 0.13, 0.16], [-2.05, -1.03, -0.18], [1.56, 2.61, 1.41], [0.03, 2.32, -0.63], [2.25, 2.12, -1.09], [2.00, -2.77, -0.03], [-2.93, -0.51, -0.50], [-2.46, -1.51, 1.09], [-1.70, -1.91, -0.87], [0.59, -1.49, -0.02], [1.41, 0.57, 0.03], [1.98, -1.70, 0.26], [-1.25, 1.28, 0.39]]
}

{
  "formula": "C4H7NO3P",
  "method": "ωB97M-V with the def2-TZVPD basis set",
  "e_tot_ev": -21182.632,
  "e_lumo_ev": 3.06,
  "relative_energy_kj_mol": 326.9,
  "total_charge": -1,
  "largest_force_ev_per_a": 5.2,
  "gap_ev": 8.6,
  "e_homo_ha": -0.2030,
  "symbols": ["C", "C", "C", "C", "N", "O", "O", "O", "P", "H", "H", "H", "H", "H", "H", "H"],
  "positions_angstrom": [[1.59, -0.49, 0.66], [-1.65, -1.53, 0.11], [1.13, 1.33, -0.97], [0.73, 0.05, -0.36], [2.46, -0.75, 1.37], [-0.88, 0.35, 1.84], [-1.62, 1.32, -0.43], [1.33, 2.07, 0.15], [-0.99, 0.23, 0.36], [-2.67, -1.60, 0.04], [-1.34, -1.90, -0.94], [-1.14, -2.12, 0.91], [2.16, 1.21, -1.36], [0.34, 1.89, -1.63], [0.75, -1.16, -1.70], [0.49, 1.91, 0.63]]
}

{
  "formula": "C4H7NO4",
  "method": "ωB97M-V with the def2-TZVPD basis set",
  "e_tot_ev": -13941.621,
  "e_lumo_ev": 0.75,
  "relative_energy_kj_mol": 98.0,
  "total_charge": 0,
  "largest_force_ev_per_a": 4.2,
  "gap_ev": 10.3,
  "e_homo_ha": -0.3497,
  "smiles": "N[C@@H](CC(=O)O)C(=O)O",
  "symbols": ["N", "C", "C", "C", "O", "O", "C", "O", "O", "H", "H", "H", "H", "H", "H", "H"],
  "positions_angstrom": [[0.44, 1.57, -0.55], [0.63, 0.66, 0.56], [-0.72, 0.09, 0.89], [-1.42, -0.49, -0.33], [-0.89, -0.89, -1.32], [-2.76, -0.57, -0.06], [1.35, -0.72, 0.19], [1.15, -1.73, 0.79], [2.16, -0.63, -0.94], [0.80, 2.48, -0.42], [0.80, 1.13, -1.30], [1.00, 1.23, 1.46], [-1.42, 0.91, 1.13], [-0.62, -0.52, 1.82], [-3.15, -1.08, -0.87], [2.66, -1.43, -1.03]]
}

{
  "formula": "C4H7NO4",
  "method": "ωB97M-V with the def2-TZVPD basis set",
  "e_tot_ev": -13940.179,
  "e_lumo_ev": -0.23,
  "relative_energy_kj_mol": 237.2,
  "total_charge": 0,
  "largest_force_ev_per_a": 7.7,
  "gap_ev": 9.1,
  "e_homo_ha": -0.3443,
  "smiles": "N[C@@H](CC(=O)O)C(=O)O",
  "symbols": ["N", "C", "C", "C", "O", "O", "C", "O", "O", "H", "H", "H", "H", "H", "H", "H"],
  "positions_angstrom": [[-1.49, 0.97, -0.30], [-0.62, 0.03, -0.87], [0.92, 0.29, -0.56], [1.33, 0.42, 0.86], [0.99, -0.37, 1.93], [2.32, 1.35, 0.90], [-1.18, -1.33, -0.50], [-1.76, -2.00, -1.35], [-1.10, -1.60, 0.84], [-2.46, 0.93, -0.57], [-1.61, 0.97, 0.70], [-0.77, -0.11, -1.94], [1.41, -0.59, -1.05], [1.50, 1.07, -1.25], [2.94, 0.99, 1.76], [-0.42, -1.04, 1.40]]
}